{"formula": "H6O3", "method": "ωB97M-V/def2-TZVPD", "total_charge": 0, "homo_lumo_gap_ev": 10.50, "relative_energy_kcal_mol": 100.6, "elements": ["O", "O", "O", "H", "H", "H", "H", "H", "H"], "positions_angstrom": [[-1.134, -0.143, -0.367], [0.109, 0.718, 1.219], [1.021, -0.553, -0.843], [-0.211, 0.210, 1.955], [-0.474, -0.743, -1.122], [-0.699, 0.774, 0.632], [-1.858, 0.545, -0.721], [0.979, 0.114, -0.001], [2.285, -1.080, -0.822]], "atomic_forces_ev_per_a": [[-3.8, -0.4, -4.9], [0.9, 2.1, 1.5], [6.8, -1.2, 1.1], [0.1, -0.4, 0.6], [-2.0, 2.7, 2.7], [1.4, -0.4, 0.6], [2.3, -2.9, 0.1], [0.0, -2.0, -1.6], [-5.8, 2.4, 0.0]]}

---

{"formula": "H6O3Rb", "method": "ωB97M-V/def2-TZVPD", "spin_multiplicity": 2, "total_charge": 2, "s2": 0.7562, "homo_lumo_gap_ev": [14.45, 2.92], "relative_energy_kcal_mol": 0.9, "elements": ["Rb", "O", "O", "O", "H", "H", "H", "H", "H", "H"], "positions_angstrom": [[0.304, -0.635, -0.076], [2.954, 0.507, 0.328], [-1.791, -0.223, 1.903], [-0.886, -0.006, -2.637], [-1.636, -0.090, 2.838], [2.937, 1.425, 0.597], [-2.547, -0.809, 1.866], [3.438, 0.062, 1.024], [-1.780, 0.079, -2.306], [-0.992, -0.310, -3.539]], "atomic_forces_ev_per_a": [[0.2, -0.2, 0.0], [-0.7, -0.4, -0.5], [0.5, 0.1, -0.7], [0.6, 0.1, 0.7], [0.1, 0.3, 0.8], [0.2, 1.1, 0.1], [-0.8, -0.4, 0.0], [0.8, -0.5, 0.6], [-1.0, 0.3, 0.1], [0.1, -0.3, -1.1]]}

---

{"formula": "H6OP4", "method": "ωB97M-V/def2-TZVPD", "total_charge": 0, "smiles": "O=[PH]=[PH](P)P", "homo_lumo_gap_ev": 8.72, "relative_energy_kcal_mol": 30.7, "elements": ["P", "P", "P", "P", "O", "H", "H", "H", "H", "H", "H"], "positions_angstrom": [[-1.545, -0.016, 1.188], [-0.748, 1.272, -1.976], [-0.123, -0.094, -0.395], [2.030, -0.610, 0.618], [1.439, -1.669, 1.426], [-0.350, -1.231, -1.016], [2.183, -0.949, -0.780], [-0.799, 0.602, 2.040], [-1.057, -1.183, 1.713], [0.396, 2.049, -1.946], [-1.426, 1.830, -0.873]], "atomic_forces_ev_per_a": [[-3.3, -1.2, -1.8], [-0.9, -0.5, 0.1], [2.0, 1.7, 0.4], [0.9, 2.9, -0.9], [-0.9, -2.4, 1.2], [-0.7, -2.3, -0.7], [0.2, -0.7, -0.3], [2.2, 2.2, 2.0], [0.1, -1.2, 0.2], [0.5, 0.5, 0.3], [-0.1, 0.9, -0.4]]}

---

{"formula": "H6Si3", "method": "ωB97M-V/def2-TZVPD", "total_charge": 0, "homo_lumo_gap_ev": 6.99, "relative_energy_kcal_mol": 44.0, "elements": ["Si", "Si", "Si", "H", "H", "H", "H", "H", "H"], "positions_angstrom": [[1.968, -0.123, 0.041], [-0.748, 0.069, 0.073], [-3.124, -0.124, 0.189], [-1.296, 1.009, -1.105], [2.251, -1.465, -0.709], [-3.653, -0.883, -0.853], [2.254, -0.391, 1.383], [-0.554, 0.926, 1.143], [2.902, 0.982, -0.161]], "atomic_forces_ev_per_a": [[-1.9, -1.8, -1.8], [0.9, -0.6, -2.1], [1.4, 1.6, 2.0], [0.2, -0.4, 0.8], [0.1, 1.3, 0.4], [-0.4, -1.5, -2.0], [0.0, -0.5, 1.8], [-0.1, 1.6, 1.8], [-0.1, 0.4, -0.7]]}

---

{"formula": "H76O42SY", "method": "ωB97M-V/def2-TZVPD", "total_charge": 1, "homo_lumo_gap_ev": 10.45, "elements": ["Y", "S", "O", "O", "O", "O", "O", "O", "O", "O", "O", "O", "O", "O", "O", "O", "O", "O", "O", "O", "O", "O", "O", "O", "O", "O", "O", "O", "O", "O", "O", "O", "O", "O", "O", "O", "O", "O", "O", "O", "O", "O", "O", "O", "H", "H", "H", "H", "H", "H", "H", "H", "H", "H", "H", "H", "H", "H", "H", "H", "H", "H", "H", "H", "H", "H", "H", "H", "H", "H", "H", "H", "H", "H", "H", "H", "H", "H", "H", "H", "H", "H", "H", "H", "H", "H", "H", "H", "H", "H", "H", "H", "H", "H", "H", "H", "H", "H", "H", "H", "H", "H", "H", "H", "H", "H", "H", "H", "H", "H", "H", "H", "H", "H", "H", "H", "H", "H", "H", "H"], "positions_angstrom": [[-0.220, -2.955, -0.545], [0.073, -0.132, 0.152], [4.497, 3.977, 0.391], [-5.062, 0.578, -1.961], [-0.710, 0.413, 1.246], [0.843, 3.321, -1.821], [0.584, -4.921, -2.247], [-2.077, 5.816, 2.805], [3.679, -2.531, -3.252], [5.650, -1.180, -1.335], [3.583, -2.639, 1.230], [1.916, -4.198, -0.109], [-2.427, 1.417, -2.581], [1.996, 5.196, -0.014], [1.622, 2.967, 1.811], [-1.340, -5.178, -0.456], [-3.729, -5.090, -2.234], [-1.619, 3.792, 0.998], [-0.743, 2.877, 5.357], [-2.633, -2.940, 3.415], [4.120, -2.489, 4.006], [1.346, -2.108, -2.151], [-1.392, -3.370, -2.682], [-3.607, 2.299, -0.200], [-1.074, -0.492, 3.924], [2.817, 1.977, -3.862], [0.868, 0.961, -0.473], [-3.580, -0.909, 1.396], [0.733, 0.371, -3.353], [-2.127, 1.785, 3.051], [-4.378, -2.400, -2.482], [3.294, -5.295, 4.841], [-2.677, -2.818, -0.111], [-0.485, -3.334, 1.765], [4.758, -0.514, -4.630], [0.936, -1.225, 0.581], [0.325, 2.469, -5.744], [-1.927, -1.057, -3.840], [0.645, -3.774, 4.918], [-0.864, -0.779, -0.856], [-0.925, 4.224, -3.474], [-3.830, 3.964, 4.107], [0.449, 4.746, 3.579], [3.678, 0.945, -0.806], [4.699, 0.340, -4.159], [-3.818, -1.895, -3.091], [0.093, -4.557, 5.087], [0.079, 4.105, 4.304], [-1.291, 2.529, 4.600], [3.630, -5.801, 5.596], [-2.236, -5.063, -0.208], [1.188, -1.212, -2.531], [-4.328, -4.419, -2.399], [1.128, 2.176, 2.033], [-1.164, 5.161, -3.321], [-1.420, 3.244, 5.871], [1.806, 5.846, 0.696], [3.841, -3.326, 4.405], [3.947, -2.758, 2.188], [4.771, -0.298, -5.573], [-1.773, 1.681, 2.137], [2.311, 2.471, -4.601], [2.737, 2.497, -3.051], [-1.958, 2.180, -2.942], [-4.722, 3.798, 4.496], [-2.999, 2.877, 0.242], [1.687, -5.112, 0.235], [3.921, 1.880, -0.563], [-4.048, -5.794, -2.800], [-0.046, 1.881, -5.073], [2.959, 5.037, 0.113], [5.335, 4.235, 0.032], [0.522, 0.691, -2.461], [-4.358, 1.047, -2.424], [-4.949, -1.708, -2.085], [1.330, 3.402, 1.022], [5.229, -0.432, -0.913], [-3.965, -0.096, 1.148], [-1.622, -2.608, -3.249], [-2.876, -0.720, 1.946], [-0.327, 3.974, -2.769], [-3.151, -2.869, -0.983], [-1.374, -3.239, 2.284], [-2.297, -2.163, 3.911], [0.772, 2.480, -1.264], [-3.421, -2.676, 3.007], [0.048, -3.000, 4.848], [2.615, -4.707, 5.212], [-1.884, 6.624, 2.342], [4.406, -2.172, -2.673], [4.243, -3.099, 0.719], [-4.490, 2.627, -0.484], [-1.209, 5.506, 3.140], [1.416, 3.972, -1.403], [6.544, -1.272, -1.046], [2.276, -2.309, -2.511], [-2.184, -3.877, -2.759], [-3.814, 4.925, 4.010], [0.099, -2.709, 2.197], [3.602, -1.675, 4.262], [4.600, 3.800, 1.353], [-1.311, -5.785, -1.205], [2.450, -3.691, 0.544], [-5.965, 0.848, -2.134], [-1.468, -0.562, -4.535], [2.809, 0.824, -0.347], [-0.005, 3.277, -5.414], [0.226, -4.842, -3.151], [-2.765, 1.495, -1.651], [1.573, 0.822, -3.550], [-1.832, 4.491, 1.692], [1.482, -4.553, -2.223], [0.976, 4.203, 3.006], [-2.880, 2.378, 3.076], [3.734, -1.923, -3.987], [-1.472, 0.169, 4.556], [-1.948, -0.377, -3.125], [-0.881, -0.024, 3.101], [-0.799, 4.042, 0.570], [-3.015, -1.980, 0.325]], "atomic_forces_ev_per_a": [[0.1, -0.6, -1.4], [-0.8, 1.6, -1.5], [-1.0, -0.4, 1.0], [-0.1, -1.1, 0.9], [-0.3, 0.2, 0.8], [0.0, -1.3, 0.5], [0.2, -0.2, -0.1], [0.0, -0.6, 0.3], [0.7, -0.2, 1.5], [-0.8, -0.7, -0.8], [0.6, -0.6, 2.2], [-1.4, -1.4, 0.2], [-0.6, -1.1, 0.1], [0.5, 0.7, 0.9], [1.2, 0.1, 1.3], [1.6, -0.1, 0.0], [2.0, -2.3, 0.3], [-0.6, 0.5, 0.7], [0.5, -1.2, -2.2], [2.2, -0.4, 1.1], [-0.1, 1.3, -0.4], [0.4, 0.1, -0.3], [0.4, 0.8, -0.2], [-1.5, -1.9, -1.0], [-0.6, -0.1, 1.6], [-0.6, 0.9, -1.7], [-0.5, -0.9, 0.1], [-1.9, -2.2, -1.1], [-0.4, -0.3, 0.2], [0.2, -0.3, -0.1], [-0.3, 0.5, 0.4], [-0.1, 0.3, 0.4], [-0.2, 0.0, -0.7], [-1.6, 0.1, 0.6], [0.1, 0.6, -0.2], [0.8, -1.2, 0.8], [0.5, -1.5, -0.1], [-0.2, 0.7, 0.2], [-0.4, 0.3, 0.0], [0.5, 0.4, 0.4], [-1.2, 1.0, -0.9], [-1.3, -0.2, 0.6], [-1.8, -0.3, 2.3], [-0.2, 1.4, 0.8], [-0.2, -0.4, -0.3], [0.0, 0.1, -0.1], [0.1, 0.6, -0.2], [1.0, 1.3, -1.5], [0.9, 0.1, 0.3], [0.0, 0.2, -0.2], [-1.6, 0.1, 0.3], [-0.3, -0.2, 0.0], [-2.1, 2.8, -0.3], [-0.5, -0.1, -0.6], [0.1, -0.9, -0.2], [-1.4, 1.1, 1.6], [-0.1, -0.5, -0.7], [-0.3, 0.4, 0.3], [-1.0, 0.6, -1.5], [0.0, 0.1, 0.3], [-0.4, 0.5, 0.6], [0.9, -0.9, 1.7], [-0.2, 0.1, -0.2], [-0.3, 0.4, 0.7], [1.0, 0.0, -0.4], [0.4, 1.6, 0.4], [0.7, 1.7, -0.4], [-0.2, -1.3, -0.2], [0.1, -0.5, -0.1], [0.3, -0.5, -0.1], [-0.4, -0.3, -0.2], [0.9, 0.2, -0.1], [-0.1, -0.1, 0.0], [-0.4, 0.4, -0.6], [0.4, -0.3, -0.3], [-0.5, -0.1, -0.9], [-0.3, 0.5, 0.3], [-0.6, 1.7, -0.6], [0.7, 0.8, -0.1], [2.5, 1.0, 1.8], [0.7, -0.2, 0.7], [0.3, 0.3, 0.9], [1.2, -0.3, -0.7], [-0.1, -0.1, -0.4], [0.3, 1.2, -0.5], [-2.0, 0.7, -1.0], [0.4, -0.8, 0.2], [-0.1, -0.3, -0.1], [0.0, 0.6, -0.2], [-0.7, -0.5, -0.4], [0.7, 0.0, -0.6], [1.4, 0.2, 0.7], [0.3, 0.0, 0.2], [0.0, 0.0, 0.5], [0.8, 0.1, 0.4], [-0.5, -0.1, 0.3], [-1.1, -1.4, 0.4], [0.4, 0.0, -0.2], [0.4, 0.3, 0.3], [0.6, -1.9, -0.1], [0.0, 0.2, -1.0], [0.1, 0.1, 0.1], [0.3, 0.1, 0.5], [0.3, 0.5, -0.5], [0.0, -0.4, 0.0], [0.7, 0.0, -0.6], [-0.6, 2.0, 0.4], [0.5, 0.3, 0.6], [0.9, 1.0, -0.5], [0.3, 0.2, -0.2], [0.3, -0.7, -1.0], [-0.1, -0.3, -0.4], [0.5, -0.8, -0.6], [-0.1, 0.4, -0.4], [0.1, 0.5, -0.7], [0.8, -0.9, -1.4], [0.0, -0.2, -0.2], [0.0, 0.2, -0.1], [0.1, 0.1, -0.1], [0.2, -0.6, -0.3]]}

---

{"formula": "H7N3OP2", "method": "ωB97M-V/def2-TZVPD", "total_charge": 0, "smiles": "NP1#P(N)O1.N", "homo_lumo_gap_ev": 9.09, "relative_energy_kcal_mol": 2.2, "elements": ["P", "P", "O", "N", "N", "N", "H", "H", "H", "H", "H", "H", "H"], "positions_angstrom": [[1.834, 0.030, 0.758], [0.309, 1.434, 0.195], [1.027, 0.172, -0.694], [0.910, -1.195, 1.483], [1.307, 2.722, -0.341], [-2.486, -1.425, -0.687], [0.230, -1.648, 0.885], [1.504, 3.399, 0.386], [-2.239, -2.362, -0.387], [-3.108, -1.512, -1.477], [-1.643, -0.959, -1.003], [1.437, -1.864, 2.026], [0.919, 3.208, -1.144]], "atomic_forces_ev_per_a": [[-0.1, 0.0, 0.1], [-0.1, 0.2, -0.1], [0.1, -0.4, -0.2], [0.2, -0.2, 0.0], [-0.1, 0.3, -0.1], [0.1, 0.0, 0.2], [-0.1, 0.1, 0.2], [0.1, 0.0, 0.0], [0.0, 0.1, -0.1], [0.0, 0.0, -0.1], [0.0, 0.0, 0.0], [0.0, 0.0, 0.0], [0.0, 0.0, 0.1]]}